{
  "formula": "C12H34ClN3O5P2SSi2",
  "method": "ωB97M-V/def2-TZVPD",
  "elements": ["C", "C", "S", "C", "Si", "C", "C", "C", "O", "O", "Si", "Cl", "P", "N", "P", "O", "H", "H", "H", "H", "H", "H", "H", "H", "H", "H", "H", "H", "H", "H", "H", "H", "H", "H", "H", "H", "C", "O", "N", "C", "C", "H", "H", "H", "H", "H", "H", "H", "C", "O", "N", "C", "C", "H", "H", "H", "H", "H", "H", "H"],
  "coordinates": [[2.40921, -1.70852, 1.82444], [1.60200, -0.61126, 1.10055], [0.30286, -1.33344, 0.04149], [-1.07494, -0.14339, 0.24271], [-2.60147, -1.08894, 0.75823], [-4.15848, -0.05657, 0.46570], [-4.69282, 0.52375, 1.79914], [-6.22704, 0.52916, 1.88549], [-4.13949, 1.81936, 2.03324], [-2.68893, -2.52357, -0.14861], [-3.32713, -3.85098, 0.60529], [-5.08560, -3.44060, 1.59991], [-1.79095, -4.64229, 2.05682], [-2.28892, -4.69506, 3.56107], [-3.91629, -5.33494, -0.98892], [-4.65510, -6.45537, -0.33045], [3.44602, -1.68245, 1.49288], [2.02366, -2.69799, 1.57803], [2.35223, -1.58370, 2.90300], [1.16033, 0.08444, 1.81085], [2.26418, -0.03635, 0.45274], [-0.79546, 0.56450, 1.02360], [-1.24580, 0.41438, -0.67863], [-2.48880, -1.49615, 2.17722], [-4.90579, -0.73694, 0.05258], [-3.93079, 0.74282, -0.24078], [-4.32194, -0.09211, 2.62048], [-6.57744, -0.32329, 2.46847], [-6.69347, 0.46031, 0.90154], [-6.55221, 1.44380, 2.37902], [-4.27206, 2.33096, 1.22838], [-1.33588, -5.88842, 1.56502], [-0.68123, -3.78120, 1.90350], [-3.25844, -4.41166, 3.64883], [-2.77281, -5.74121, -1.71203], [-4.72256, -4.60935, -1.89892], [0.88698, 2.37531, -1.56321], [-0.20627, 2.07923, -2.01402], [1.09644, 3.27567, -0.58872], [2.43231, 3.56934, -0.09620], [-0.05030, 3.96386, -0.02319], [1.81891, 1.90831, -1.92549], [2.49179, 3.34624, 0.97209], [2.66893, 4.62245, -0.25318], [3.16807, 2.97118, -0.62347], [-0.74802, 3.24784, 0.41450], [-0.58061, 4.51875, -0.79806], [0.28966, 4.65215, 0.74645], [5.69225, 2.08872, -1.48706], [5.19645, 3.17482, -1.23884], [6.00231, 1.65956, -2.72230], [6.58722, 0.35517, -2.96178], [5.73876, 2.54046, -3.84875], [5.92747, 1.35322, -0.69956], [7.56248, 0.45765, -3.44105], [5.93866, -0.24035, -3.60681], [6.71647, -0.16923, -2.01726], [6.29049, 3.47377, -3.73560], [4.67657, 2.78022, -3.90207], [6.04426, 2.04792, -4.76824]],
  "forces_ev_per_a": [[-0.18, 0.12, -0.38], [0.29, -0.14, -0.18], [-0.14, 0.21, 0.32], [0.06, -0.49, -0.16], [0.16, 0.57, -0.62], [0.24, -0.65, 0.81], [-0.14, -0.06, -0.24], [0.15, -0.02, -0.09], [0.10, -0.15, -0.06], [-0.56, 0.03, 0.89], [0.42, 0.50, -1.03], [0.37, -0.08, -0.10], [-0.48, -0.03, 1.73], [0.08, 0.06, -0.61], [-0.88, -0.73, 0.67], [0.27, 0.09, -0.18], [0.08, -0.01, 0.22], [-0.03, -0.01, 0.07], [0.12, -0.04, 0.03], [-0.17, -0.07, -0.03], [-0.02, 0.11, 0.06], [-0.11, 0.05, 0.03], [0.16, 0.06, 0.00], [-0.03, -0.10, 0.04], [-0.03, 0.15, -0.23], [-0.20, -0.01, -0.14], [0.03, 0.17, 0.12], [-0.03, 0.00, -0.01], [0.00, 0.16, -0.01], [-0.06, -0.04, 0.05], [-0.02, 0.11, 0.04], [0.15, 0.19, -0.29], [0.07, -0.23, -0.45], [0.01, -0.09, 0.13], [0.00, 0.33, -0.18], [0.40, 0.09, -0.22], [0.01, -0.10, -0.05], [-0.05, 0.06, 0.01], [0.09, -0.03, 0.05], [-0.38, 0.00, 0.09], [0.00, -0.07, -0.08], [0.00, 0.01, 0.00], [0.07, 0.04, 0.00], [0.10, -0.02, 0.02], [-0.08, 0.09, 0.03], [-0.02, 0.03, 0.01], [-0.02, 0.01, 0.03], [0.02, 0.00, 0.00], [0.03, 0.06, 0.03], [0.19, -0.12, -0.09], [0.03, -0.08, -0.01], [-0.05, 0.12, -0.08], [-0.02, 0.04, 0.09], [0.01, 0.00, -0.01], [0.01, -0.05, 0.01], [0.03, -0.04, 0.01], [-0.01, 0.01, 0.02], [-0.02, 0.01, -0.03], [0.01, 0.02, -0.03], [0.01, -0.03, 0.01]],
  "e_homo_ha": -0.311,
  "lumo_ha": 0.00927
}

{
  "formula": "C12H34Mn2O14S4",
  "method": "ωB97M-V/def2-TZVPD",
  "elements": ["Mn", "Mn", "O", "H", "O", "H", "O", "S", "O", "O", "C", "C", "C", "H", "H", "H", "H", "H", "H", "H", "H", "O", "S", "O", "O", "C", "C", "C", "H", "H", "H", "H", "H", "H", "H", "H", "O", "S", "O", "O", "C", "C", "C", "H", "H", "H", "H", "H", "H", "H", "H", "O", "S", "O", "O", "C", "C", "C", "H", "H", "H", "H", "H", "H", "H", "H"],
  "coordinates": [[-1.23301, 2.18825, -0.41402], [0.25976, 0.57529, 1.73246], [-0.35203, 0.36118, -0.21180], [-0.12506, -0.53125, -0.46190], [-0.67342, 2.39201, 1.48171], [-0.86230, 3.16149, 2.01454], [1.17696, -1.50138, 1.81499], [1.22922, -2.90863, 1.39679], [0.35478, -3.40659, 0.38650], [2.71919, -3.21683, 0.91593], [3.89833, -2.68549, 1.58523], [5.07025, -2.99389, 0.69906], [1.12388, -3.90796, 2.88496], [3.93159, -3.29100, 2.49981], [3.77938, -1.64156, 1.87804], [4.89313, -3.97547, 0.25803], [6.02297, -2.93647, 1.21508], [5.07935, -2.32761, -0.16730], [1.24627, -4.95919, 2.63833], [0.21043, -3.78716, 3.47188], [1.88230, -3.56470, 3.59158], [-1.53947, -0.47541, 2.35094], [-2.56059, -1.49154, 2.51688], [-2.30583, -2.44652, 3.54897], [-3.91883, -0.68983, 2.81642], [-5.16189, -1.44269, 2.85871], [-5.45476, -1.90689, 4.27811], [-2.87272, -2.30057, 0.95824], [-5.16793, -2.24680, 2.12282], [-5.89580, -0.70154, 2.54447], [-6.47446, -2.27314, 4.37347], [-5.30825, -1.11349, 5.01123], [-4.73602, -2.67013, 4.57976], [-1.87973, -2.35775, 0.50999], [-3.58412, -1.80026, 0.30910], [-3.20155, -3.31927, 1.15522], [0.60298, 2.97317, -1.17442], [1.90379, 3.51683, -1.57446], [2.02288, 4.47725, -2.64089], [2.56392, 4.08107, -0.22495], [3.88525, 4.58438, -0.23338], [3.94029, 5.85535, 0.63384], [3.03246, 2.15170, -2.02620], [4.29067, 4.87833, -1.20782], [4.60951, 3.82338, 0.07750], [3.19031, 6.51106, 0.18826], [4.89017, 6.37326, 0.52098], [3.72151, 5.67176, 1.68150], [2.82488, 1.31940, -1.36089], [4.01214, 2.61741, -1.97646], [2.84961, 1.87964, -3.06346], [-1.43938, 1.70498, -2.54452], [-1.17557, 1.54232, -3.98422], [0.19188, 1.63000, -4.41929], [-1.72783, 0.09475, -4.42277], [-1.33910, -1.02519, -3.59517], [-2.49151, -1.58412, -2.81537], [-2.35487, 2.61202, -4.83427], [-0.48923, -0.82054, -2.94273], [-1.00024, -1.75640, -4.33354], [-3.35820, -1.89078, -3.39821], [-2.70110, -0.87297, -2.01352], [-2.16170, -2.55166, -2.41999], [-3.08216, 1.94282, -5.29548], [-1.95034, 3.20734, -5.65017], [-2.83100, 3.24623, -4.09413]],
  "forces_ev_per_a": [[0.90, -0.58, -1.13], [-1.01, -0.58, -0.29], [0.41, 0.10, 0.88], [-0.20, -0.21, -0.56], [0.05, -0.35, -0.03], [0.09, 0.11, 0.35], [-0.17, 0.16, -0.36], [1.57, -0.92, 1.18], [0.09, 0.68, 0.14], [-1.82, 0.67, -0.57], [0.02, -0.77, 1.36], [-0.51, 0.16, -0.98], [-0.04, 0.38, 0.46], [0.41, 0.31, 0.03], [-0.14, 0.00, -0.35], [0.38, -0.19, 0.32], [-0.04, -0.08, 0.10], [0.14, 0.18, 0.18], [0.15, 0.08, -0.24], [-0.38, 0.26, -0.70], [0.34, -0.08, -0.38], [-0.26, 0.32, -0.15], [-1.55, 0.19, 0.90], [-0.02, -0.06, -0.55], [1.93, -0.34, -0.70], [-0.87, 0.27, 0.77], [0.63, -0.15, 0.06], [0.65, -0.33, 0.19], [0.16, -0.06, 0.08], [0.02, -0.06, -0.07], [0.03, -0.11, -0.11], [-0.19, 0.29, -0.28], [-0.24, -0.24, -0.11], [-0.12, -0.02, -0.20], [0.08, 0.35, 0.18], [-0.05, 0.06, 0.15], [1.16, 1.03, -0.12], [1.48, -0.22, -1.08], [-0.71, -0.62, 1.26], [-1.74, -1.05, -0.74], [2.46, 1.32, 0.26], [-0.53, -0.42, -0.80], [-1.10, 0.88, 0.19], [-0.86, -0.07, -0.34], [-0.49, -0.20, 0.44], [-0.07, 0.18, 0.35], [0.15, -0.25, 0.09], [-0.01, -0.01, 0.02], [0.39, -0.01, 0.11], [0.19, -0.35, 0.27], [-0.31, 0.09, 0.02], [-0.29, 0.03, -0.32], [0.15, -0.73, -0.42], [-1.01, 0.40, 0.54], [0.00, 1.87, 0.69], [0.28, -1.32, -0.91], [0.25, -0.33, 0.38], [-0.04, -0.56, -0.35], [-0.05, 0.44, -0.11], [0.08, 0.06, 0.13], [-0.09, 0.69, -0.21], [-0.51, -0.32, 0.06], [0.19, 0.26, 0.41], [-0.06, -0.03, 0.24], [0.60, -0.10, 0.26], [0.08, -0.06, 0.10]],
  "e_homo_ha": [-0.578, -0.594],
  "lumo_ha": [-0.21495, -0.22563],
  "spin_multiplicity": 11,
  "charge": 2
}

Which formula does entry 2 have?
C12H34Mn2O14S4

What is the formula in the first record?
C12H34ClN3O5P2SSi2